1.
# C51H28AsBr4F9N4O2Pb

A molecular structure, C51H28AsBr4F9N4O2Pb (ωB97M-V/def2-TZVPD, the Open Molecules 2025 dataset).

```
100
Properties=species:S:1:pos:R:3:lowdin_charge:R:1
Pb 0.447 0.114 0.075 1.5130
C 7.842 1.645 1.502 -0.1036
C 6.736 2.463 1.314 -0.0709
C 5.494 1.909 1.036 -0.0098
C 5.351 0.527 0.948 -0.2159
C 6.459 -0.289 1.148 -0.0400
C 7.702 0.267 1.420 -0.0949
C 4.004 -0.048 0.648 -0.0690
C 3.638 -0.134 -0.706 -0.2434
C 4.511 0.151 -1.824 0.0105
C 3.795 -0.087 -2.948 0.0018
C 2.475 -0.510 -2.524 -0.2448
N 2.431 -0.532 -1.167 -0.0041
C 1.403 -0.807 -3.379 -0.0657
C 0.095 -1.162 -3.004 -0.2451
C -0.969 -1.485 -3.926 0.0006
C -2.071 -1.755 -3.180 -0.0063
C -1.678 -1.632 -1.794 -0.2513
C -2.502 -1.887 -0.678 -0.0656
C -3.939 -2.201 -0.942 -0.1941
C -4.931 -1.345 -0.469 -0.0287
C -6.273 -1.596 -0.717 -0.0742
C -6.644 -2.722 -1.439 -0.0960
C -5.667 -3.594 -1.897 -0.0826
C -4.325 -3.336 -1.651 -0.0388
C -2.093 -1.901 0.665 -0.2478
N -0.868 -1.534 1.132 -0.0063
C -0.856 -1.720 2.476 -0.2384
C 0.221 -1.452 3.333 -0.0650
C -0.053 -1.556 4.800 -0.2155
C 0.373 -2.651 5.544 -0.0369
C 0.106 -2.724 6.905 -0.0904
C -0.582 -1.697 7.535 -0.1031
C -1.002 -0.597 6.799 -0.0775
C -0.741 -0.527 5.438 -0.0198
C 1.512 -1.067 2.952 -0.2381
C 2.602 -0.795 3.867 0.0163
C 3.651 -0.393 3.119 0.0159
C 3.216 -0.421 1.738 -0.2452
N 1.925 -0.844 1.679 0.0051
C -2.134 -2.249 2.892 0.0010
C -2.897 -2.362 1.777 -0.0011
N -0.375 -1.261 -1.733 -0.0072
C 1.686 -0.754 -4.846 -0.2171
C 1.181 0.278 -5.632 -0.0310
C 1.460 0.332 -6.990 -0.0845
C 2.243 -0.650 -7.581 -0.1034
C 2.745 -1.686 -6.806 -0.0873
C 2.470 -1.735 -5.447 -0.0346
H 8.810 2.081 1.716 0.0930
H 6.830 3.538 1.398 0.1031
H 4.625 2.542 0.913 0.1118
H 6.343 -1.365 1.087 0.1182
H 8.559 -0.377 1.572 0.0942
H 5.532 0.489 -1.750 0.1102
H 4.120 0.023 -3.970 0.1063
H -0.885 -1.496 -5.000 0.1064
H -3.055 -2.012 -3.534 0.1014
H -4.637 -0.477 0.104 0.0964
H -7.027 -0.911 -0.349 0.0924
H -7.689 -2.919 -1.639 0.0965
H -5.950 -4.483 -2.447 0.0986
H -3.564 -4.022 -2.000 0.1213
H 0.912 -3.449 5.048 0.1199
H 0.437 -3.584 7.473 0.0960
H -0.787 -1.752 8.596 0.0940
H -1.525 0.216 7.287 0.1001
H -1.047 0.334 4.858 0.1051
H 2.548 -0.870 4.940 0.1126
H 4.621 -0.072 3.458 0.1158
H -2.400 -2.511 3.903 0.1110
H -3.904 -2.739 1.704 0.1085
H 0.569 1.042 -5.168 0.1175
H 1.067 1.146 -7.587 0.0985
H 2.460 -0.608 -8.641 0.0944
H 3.352 -2.458 -7.261 0.0975
H 2.860 -2.541 -4.839 0.1222
Br -7.028 2.421 -1.268 0.7796
C -5.349 2.167 -0.496 -0.7274
C -5.222 2.018 0.905 -0.7573
Br -6.759 2.066 1.992 0.7454
C -3.989 1.802 1.468 -0.6165
Br -3.742 1.490 3.287 0.8783
C -2.776 1.761 0.657 -0.3861
O -1.678 1.550 1.148 -0.0176
C -2.964 1.962 -0.764 -0.2230
O -1.861 1.883 -1.561 0.0436
C -4.205 2.107 -1.320 -0.6211
Br -4.334 2.185 -3.193 0.8575
F 1.987 2.350 1.174 -0.3214
As 1.679 3.404 2.545 0.7165
F 0.775 2.107 3.281 -0.2560
F 0.234 3.979 1.770 -0.2585
F 1.382 4.426 3.910 -0.2566
F 2.606 4.650 1.765 -0.2624
F 3.135 2.804 3.289 -0.2540
F -0.093 3.156 -1.097 0.1828
C -1.161 3.032 -1.853 -0.7173
F -0.774 2.953 -3.118 0.1809
F -1.917 4.124 -1.701 0.1784
```

- E_HOMO (alpha / beta) (Ha) = -0.158 / -0.157
- F_max (eV Å⁻¹) = 0.6
- lowest unoccupied orbital energy (alpha / beta) (eV) = 1.189 / -1.054
- 2S+1 = 2
- electronic energy (Eh) = -15953.52972
- total charge = -1
- relative energy (zero: lowest compared OMol25 entry of this formula, charge and spin) (kJ/mol) = 0.0

***

2.
# C51H34IN15W

A molecular structure, C51H34IN15W (ωB97M-V/def2-TZVPD, the Open Molecules 2025 dataset).

```
102
Properties=species:S:1:pos:R:3:lowdin_charge:R:1
W -0.163 -0.322 -0.215 1.9146
C -5.905 3.529 0.302 -0.0373
C -5.051 4.516 -0.187 -0.0384
C -3.713 4.245 -0.447 0.0153
C -3.265 2.967 -0.173 -0.1040
C -1.951 2.347 -0.371 -0.2574
N -1.017 2.969 -1.082 0.2231
C 0.014 2.387 -1.666 -0.2731
C 0.782 3.098 -2.677 -0.1321
C 0.638 4.381 -3.187 0.0208
C 1.531 4.772 -4.171 -0.0364
C 2.532 3.908 -4.631 -0.0361
C 2.671 2.625 -4.128 0.0189
C 1.778 2.234 -3.137 -0.1320
C 1.621 0.990 -2.422 -0.2769
N 2.355 -0.074 -2.639 0.2352
C 2.105 -1.285 -2.197 -0.2548
N 1.017 -1.675 -1.426 0.0105
C 1.074 -3.065 -1.270 -0.2172
N 0.237 -3.932 -0.663 0.1909
C -0.934 -3.396 -0.286 -0.2731
N -1.036 -2.108 -0.326 -0.0921
C -2.979 -1.537 0.561 -0.2708
N -3.886 -0.409 0.634 0.2265
C -3.355 0.734 0.418 -0.1938
N -1.924 1.117 0.146 -0.0071
C -4.115 1.984 0.314 -0.1095
C -5.452 2.238 0.551 0.0133
C -3.302 -3.075 0.598 -0.1159
C -4.499 -3.597 1.012 -0.0031
C -4.693 -4.986 1.042 -0.0324
C -3.688 -5.848 0.656 -0.0436
C -2.462 -5.342 0.220 0.0064
C -2.237 -3.980 0.183 -0.0856
C 2.282 -3.542 -1.914 -0.1166
C 2.799 -4.825 -2.033 0.0103
C 3.984 -4.967 -2.736 -0.0404
C 4.620 -3.865 -3.318 -0.0366
C 4.095 -2.587 -3.216 0.0173
C 2.917 -2.442 -2.495 -0.1037
N 0.562 1.135 -1.513 -0.0310
H -6.943 3.772 0.482 0.1169
H -5.444 5.506 -0.376 0.1167
H -3.046 4.997 -0.844 0.1205
H -0.144 5.036 -2.829 0.1219
H 1.456 5.763 -4.599 0.1166
H 3.206 4.252 -5.403 0.1172
H 3.437 1.953 -4.490 0.1230
H -6.117 1.466 0.911 0.1225
H -5.300 -2.930 1.305 0.1272
H -5.646 -5.379 1.368 0.1197
H -3.850 -6.916 0.680 0.1180
H -1.675 -6.011 -0.104 0.1257
H 2.292 -5.675 -1.597 0.1200
H 4.426 -5.948 -2.849 0.1158
H 5.540 -4.021 -3.865 0.1171
H 4.578 -1.736 -3.675 0.1228
C -2.090 -1.489 1.857 -0.0850
N -1.055 -0.451 1.824 -0.1564
C -0.173 -0.335 2.989 -0.0768
C 0.754 0.760 2.586 -0.3069
N 0.863 1.138 1.318 0.0450
C 1.873 2.129 1.319 -0.1872
C 2.482 2.874 0.307 0.0052
C 3.467 3.771 0.668 -0.0408
C 3.868 3.950 1.998 -0.0487
C 3.292 3.215 3.011 0.0093
C 2.307 2.312 2.636 -0.1708
N 1.570 1.423 3.404 0.2110
C -2.322 -1.551 -0.843 -0.4344
N -1.688 -0.461 -1.555 -0.0423
C -1.720 -0.781 -2.926 -0.1965
C -1.143 -0.154 -4.013 -0.0081
C -1.416 -0.670 -5.279 -0.0737
C -2.261 -1.757 -5.445 -0.0740
C -2.862 -2.376 -4.351 -0.0009
C -2.573 -1.871 -3.103 -0.1747
N -3.026 -2.253 -1.840 0.1749
H -2.783 -1.303 2.682 0.1555
H -1.603 -2.442 2.043 0.1259
H -1.537 0.447 1.801 0.0986
H 0.364 -1.264 3.181 0.1250
H -0.749 -0.072 3.880 0.1524
H 2.226 2.778 -0.731 0.0815
H 3.945 4.354 -0.107 0.1187
H 4.642 4.668 2.229 0.1192
H 3.595 3.331 4.043 0.1245
H 1.630 1.306 4.403 0.1875
H -0.515 0.720 -3.909 0.0968
H -0.968 -0.204 -6.147 0.1091
H -2.463 -2.130 -6.439 0.1109
H -3.528 -3.218 -4.483 0.1176
H -3.818 -2.844 -1.671 0.1593
I 5.861 -1.864 1.396 0.9522
C 3.811 -1.992 1.367 -0.7537
C 3.025 -3.074 1.694 -0.0990
N 1.746 -2.697 1.526 0.0240
N 1.650 -1.430 1.075 -0.0697
C 2.907 -0.997 0.977 -0.1744
H 3.279 -4.064 2.034 0.1379
H 0.943 -3.308 1.507 0.1447
H 3.127 0.001 0.632 0.1139
```

- E_HOMO (alpha / beta) (Ha) = -0.417 / -0.434
- F_max (eV Å⁻¹) = 0.8
- lowest unoccupied orbital energy (alpha / beta) (eV) = -6.358 / -6.736
- 2S+1 = 3
- electronic energy (Eh) = -3149.59267
- total charge = +2

***

3.
# C51H35Br2Cl2N6O6PSn

A molecular structure, C51H35Br2Cl2N6O6PSn (ωB97M-V/def2-TZVPD, the Open Molecules 2025 dataset).

```
104
Properties=species:S:1:pos:R:3:lowdin_charge:R:1
Sn -0.013 0.450 -0.364 1.4859
Cl -4.580 -4.443 -1.571 0.6200
C -3.492 -3.150 -1.967 -0.6970
C -3.510 -2.007 -1.186 -0.0553
C -2.592 -0.992 -1.420 -0.2394
N -2.419 0.077 -0.578 -0.0030
C -3.414 0.618 0.108 -0.5020
O -4.629 0.440 -0.028 0.0031
C -2.938 1.574 1.174 -0.1843
C -3.888 2.060 2.071 -0.0245
C -3.483 2.886 3.099 -0.0700
C -2.139 3.219 3.182 -0.0609
C -1.267 2.712 2.231 -0.1176
N -1.654 1.904 1.257 0.0690
C -1.666 -1.121 -2.490 -0.2392
C -1.699 -2.254 -3.289 -0.0441
C -2.592 -3.277 -3.009 -0.6959
Cl -2.519 -4.744 -3.936 0.6166
N -0.725 -0.129 -2.571 -0.0198
C -0.204 0.331 -3.703 -0.4870
O -0.450 -0.014 -4.860 0.0129
C 0.743 1.476 -3.437 -0.2375
C 1.505 1.995 -4.478 -0.0318
C 2.381 3.032 -4.215 -0.0848
C 2.457 3.527 -2.924 -0.0763
C 1.654 2.960 -1.948 -0.1554
N 0.814 1.971 -2.203 -0.0041
H -4.210 -1.914 -0.368 0.1012
H -4.917 1.768 1.923 0.1044
H -4.196 3.276 3.816 0.0994
H -1.783 3.871 3.964 0.0988
H -0.219 2.973 2.236 0.0975
H -1.005 -2.342 -4.110 0.1082
H 1.415 1.549 -5.458 0.1111
H 3.008 3.431 -5.003 0.0993
H 3.142 4.318 -2.664 0.0979
H 1.702 3.284 -0.917 0.0974
O 2.281 3.590 1.752 0.0000
C 2.234 2.375 1.910 -0.6823
O 1.748 1.516 1.127 -0.3063
C 2.783 1.764 3.190 -0.1230
C 3.786 2.403 3.905 -0.0286
C 4.311 1.813 5.040 -0.0990
C 3.807 0.596 5.478 -0.0974
C 2.788 -0.028 4.784 -0.0920
C 2.270 0.548 3.628 -0.2828
P 0.953 -0.326 2.680 1.1018
C -0.106 -0.780 4.113 -0.3459
C -0.394 0.267 4.993 -0.1109
C -1.392 0.157 5.937 -0.0994
C -2.138 -1.007 6.027 -0.1087
C -1.875 -2.048 5.155 -0.1005
C -0.885 -1.931 4.196 -0.1108
C 2.035 -1.771 2.337 -0.3313
C 2.057 -2.969 3.040 -0.0987
C 2.954 -3.967 2.691 -0.1018
C 3.838 -3.783 1.642 -0.1015
C 3.819 -2.592 0.933 -0.0858
C 2.923 -1.597 1.276 -0.0929
H 4.142 3.360 3.544 0.1109
H 5.115 2.291 5.585 0.0897
H 4.210 0.131 6.367 0.0905
H 2.390 -0.972 5.135 0.1048
H 0.179 1.183 4.917 0.1032
H -1.601 0.984 6.602 0.0944
H -2.934 -1.092 6.753 0.0912
H -2.468 -2.951 5.210 0.0993
H -0.721 -2.743 3.502 0.0838
H 1.385 -3.133 3.870 0.0863
H 2.964 -4.896 3.248 0.0919
H 4.538 -4.566 1.375 0.0924
H 4.491 -2.436 0.102 0.0974
H 2.895 -0.669 0.720 0.0680
C 1.682 -2.808 -1.658 -0.0944
O 0.762 -2.501 -0.634 -0.1409
C 0.057 -3.505 -0.085 -0.1931
C 0.292 -4.857 -0.295 -0.0379
C -0.518 -5.788 0.338 -0.6775
Br -0.122 -7.634 0.118 0.6956
C -1.594 -5.435 1.110 -0.0927
C -1.858 -4.071 1.314 -0.0853
C -0.989 -3.107 0.773 -0.1857
O -1.106 -1.805 1.044 -0.0528
C -3.032 -3.631 2.017 -0.2404
N -3.306 -2.371 2.293 0.1754
C -4.524 -2.364 2.904 -0.2057
C -5.289 -1.306 3.378 0.0088
C -6.500 -1.610 3.963 -0.1005
C -6.950 -2.924 4.090 -0.1136
C -6.208 -3.992 3.618 -0.0348
C -5.000 -3.695 3.015 -0.1896
N -4.026 -4.476 2.454 0.1848
H 1.167 -3.213 -2.534 0.1022
H 2.448 -3.511 -1.314 0.0858
H 2.160 -1.864 -1.921 -0.0501
H 1.086 -5.196 -0.938 0.1032
H -2.220 -6.193 1.554 0.0917
H -1.948 -1.662 1.554 0.0775
H -4.938 -0.294 3.269 0.0992
H -7.126 -0.811 4.334 0.0939
H -7.902 -3.114 4.564 0.0904
H -6.559 -5.010 3.710 0.1011
H -4.088 -5.462 2.265 0.1509
Br 3.755 0.052 -2.299 -0.3643
```

- E_HOMO (Ha) = -0.084
- F_max (eV Å⁻¹) = 1.0
- lowest unoccupied orbital energy (eV) = 3.497
- 2S+1 = 1
- electronic energy (Eh) = -9368.81210
- total charge = -2
- relative energy (zero: lowest compared OMol25 entry of this formula, charge and spin) (kJ/mol) = 95.6

***

4.
# C51H39F3IO28P

8 unconnected molecules or ions with the total composition C51H39F3IO28P at a distorted geometry (ωB97M-V/def2-TZVPD, the Open Molecules 2025 dataset).

```
123
Properties=species:S:1:pos:R:3:lowdin_charge:R:1
C -0.094 0.911 2.716 -0.1115
C -1.672 1.263 2.292 -0.1772
C -2.606 0.203 1.449 -0.0315
C -4.156 0.643 1.135 -0.0290
C -4.824 2.088 1.619 -0.1677
C -6.424 2.463 1.309 -0.3666
P -7.477 2.467 2.939 0.4698
I -7.089 4.902 3.309 0.3488
C -8.030 0.622 2.673 -0.4270
F -8.866 0.440 1.457 -0.0442
F -8.940 0.326 3.839 -0.0777
F -6.882 -0.311 2.763 -0.0330
C -3.808 3.121 2.422 -0.0377
C -2.221 2.738 2.780 -0.0280
H -0.137 -0.024 3.443 0.0741
H 0.330 1.800 3.358 0.0832
H 0.551 0.664 1.771 0.0863
H -2.140 -0.833 1.100 0.0979
H -4.819 -0.114 0.531 0.0756
H -6.782 1.622 0.549 0.0977
H -6.540 3.538 0.858 0.0233
H -6.869 2.130 4.232 0.0388
H -8.908 2.797 2.900 0.0122
H -4.145 4.199 2.794 0.0344
H -1.530 3.500 3.376 0.0945
O 1.673 -1.030 3.954 0.0249
C 2.233 -1.894 3.288 -0.3081
C 3.191 -1.565 2.222 0.0832
C 3.771 -2.529 1.504 -0.1940
O 4.675 -2.227 0.502 0.0735
C 3.469 -3.966 1.752 -0.2953
O 4.004 -4.829 1.064 0.1146
C 2.529 -4.296 2.834 0.0821
C 1.952 -3.332 3.554 -0.2023
O 1.070 -3.635 4.575 0.0840
H 3.400 -0.517 2.050 0.1381
H 4.952 -3.093 0.131 0.0477
H 2.333 -5.345 3.016 0.1383
H 0.788 -2.769 4.942 0.1185
O 6.053 -3.937 -0.868 0.0868
C 6.366 -4.202 -2.024 -0.2568
C 5.557 -3.771 -3.175 0.0908
C 5.917 -4.091 -4.419 -0.2020
O 5.163 -3.687 -5.506 0.0864
C 7.141 -4.894 -4.688 -0.3017
O 7.436 -5.188 -5.842 0.1133
C 7.963 -5.304 -3.539 0.0827
C 7.606 -4.982 -2.295 -0.1952
O 8.375 -5.361 -1.210 0.0758
H 4.668 -3.190 -2.965 0.1421
H 5.629 -4.044 -6.293 0.1188
H 8.861 -5.872 -3.750 0.1403
H 7.905 -5.010 -0.422 0.1180
O -10.735 4.074 -4.819 0.1083
C -9.859 4.048 -3.962 -0.3023
C -9.040 5.227 -3.640 0.0831
C -8.082 5.160 -2.713 -0.2000
O -7.311 6.265 -2.403 0.0717
C -7.806 3.896 -1.976 -0.2711
O -6.907 3.860 -1.142 0.0726
C -8.641 2.724 -2.281 0.0699
C -9.601 2.791 -3.205 -0.1972
O -10.391 1.694 -3.495 0.0748
H -9.249 6.138 -4.184 0.1397
H -6.689 5.962 -1.705 0.1170
H -8.441 1.816 -1.725 0.0996
H -11.008 1.996 -4.197 0.1196
O -6.160 -4.786 -2.977 0.1101
C -6.570 -3.637 -2.849 -0.3035
C -7.995 -3.294 -2.974 0.0812
C -8.406 -2.031 -2.845 -0.1965
O -9.744 -1.701 -2.958 0.0887
C -7.443 -0.928 -2.575 -0.2687
O -7.848 0.226 -2.480 0.0720
C -6.021 -1.274 -2.426 0.0789
C -5.610 -2.538 -2.551 -0.2042
O -4.276 -2.872 -2.410 0.0820
H -8.684 -4.105 -3.172 0.1393
H -9.785 -0.728 -2.827 0.1005
H -5.334 -0.465 -2.212 0.1344
H -4.234 -3.843 -2.547 0.1176
O 10.251 -3.474 0.362 0.0988
C 11.280 -4.045 0.706 -0.3029
C 11.706 -4.116 2.112 0.0777
C 12.841 -4.731 2.451 -0.2076
O 13.246 -4.804 3.771 0.0810
C 13.715 -5.362 1.425 -0.3057
O 14.762 -5.903 1.765 0.1071
C 13.278 -5.312 0.021 0.0785
C 12.141 -4.700 -0.318 -0.2045
O 11.722 -4.651 -1.635 0.0770
H 11.062 -3.652 2.848 0.1377
H 14.096 -5.296 3.757 0.1173
H 13.914 -5.790 -0.713 0.1383
H 10.875 -4.154 -1.621 0.1051
O 3.397 0.956 4.719 0.1062
C 4.273 0.930 5.576 -0.2933
C 5.092 2.109 5.898 0.0788
C 6.050 2.042 6.825 -0.2094
O 6.821 3.147 7.135 0.0782
C 6.326 0.778 7.562 -0.3075
O 7.225 0.742 8.395 0.1039
C 5.491 -0.395 7.257 0.0780
C 4.531 -0.327 6.332 -0.1967
O 3.741 -1.424 6.042 0.0816
H 4.883 3.020 5.353 0.1371
H 7.443 2.844 7.832 0.1163
H 5.691 -1.302 7.813 0.1375
H 3.124 -1.123 5.340 0.0683
O -5.823 7.327 -6.175 0.1059
C -4.715 7.036 -5.739 -0.3042
C -4.388 7.119 -4.306 0.0763
C -3.167 6.810 -3.866 -0.2068
O -2.854 6.884 -2.521 0.0805
C -2.095 6.376 -4.802 -0.3061
O -0.977 6.116 -4.370 0.1061
C -2.428 6.269 -6.231 0.0764
C -3.650 6.575 -6.671 -0.2086
O -3.971 6.474 -8.013 0.0789
H -5.177 7.439 -3.637 0.1260
H -1.913 6.613 -2.457 0.1172
H -1.643 5.935 -6.898 0.1376
H -4.911 6.751 -8.077 0.1164
```

- E_HOMO (Ha) = -0.306
- F_max (eV Å⁻¹) = 5.2
- lowest unoccupied orbital energy (eV) = -2.101
- 2S+1 = 1
- structure (SMILES) = Cc1ccc(C[PH2](I)C(F)(F)F)cc1.O=C1C=C(O)C(=O)C=C1O.O=C1C=C(O)C(=O)C=C1O.O=C1C=C(O)C(=O)C=C1O.O=C1C=C(O)C(=O)C=C1O.O=C1C=C(O)C(=O)C=C1O.O=C1C=C(O)C(=O)C=C1O.O=C1C=C(O)C(=O)C=C1O
- electronic energy (Eh) = -5011.72404
- total charge = 0
- relative energy (zero: lowest compared OMol25 entry of this formula, charge and spin) (kJ/mol) = 1178.2